{"formula": "C26H46BN2O6S", "method": "ωB97M-V/def2-TZVPD", "de_lowest_kj_mol": 411.3, "mol_weight_g_mol": 525.5, "total_charge": 1, "max_force_ev_per_a": 4.40, "species": ["C", "C", "C", "C", "C", "C", "C", "O", "O", "C", "C", "N", "C", "C", "C", "C", "O", "B", "O", "C", "C", "C", "C", "C", "C", "C", "C", "C", "O", "O", "N", "C", "C", "C", "C", "S", "H", "H", "H", "H", "H", "H", "H", "H", "H", "H", "H", "H", "H", "H", "H", "H", "H", "H", "H", "H", "H", "H", "H", "H", "H", "H", "H", "H", "H", "H", "H", "H", "H", "H", "H", "H", "H", "H", "H", "H", "H", "H", "H", "H", "H", "H"], "xyz": [[1.991710, 1.409710, -0.762499], [0.910980, 1.113477, -0.311630], [-0.557262, 0.886556, 0.072462], [-1.348252, 2.286226, 0.271302], [-0.409570, 3.538151, 0.482242], [-0.078863, 4.190103, -0.935380], [1.377726, 4.773801, -1.016824], [1.801127, 5.472394, -0.127801], [2.081808, 4.455947, -2.180771], [3.447985, 4.938679, -2.115406], [4.353561, 4.070719, -1.144831], [-1.368594, 0.117396, -0.932492], [-1.204091, -1.364605, -0.959609], [-0.777782, -1.850739, -2.436850], [0.446149, -1.111748, -3.092023], [0.044066, 0.005703, -4.174899], [1.205174, -2.110689, -3.839378], [-2.699726, -2.059012, -0.814154], [-3.021365, -3.174405, -1.631016], [-3.846653, -1.624081, 0.228037], [-5.101851, -1.062953, -0.636815], [-0.334340, -2.025137, 0.204953], [-1.094770, -3.265061, 0.884088], [-1.611451, -3.276998, 2.178353], [1.018496, -2.730890, -0.339636], [1.888967, -3.386943, 0.814126], [3.305577, -2.632508, 1.004798], [4.509882, -3.651540, 1.059723], [4.539120, -4.550119, 1.856467], [5.610651, -3.472161, 0.178497], [0.134347, -1.112634, 1.263553], [-0.665885, 0.103667, 1.461595], [0.039985, 0.901132, 2.665322], [-1.022110, 1.571568, 3.659158], [-1.649487, 0.414635, 4.541373], [-2.855044, 1.134178, 5.735643], [3.074582, 1.352890, -1.022642], [-2.121063, 2.127391, 1.070915], [-1.933161, 2.492051, -0.686642], [-1.035336, 4.313533, 1.027960], [0.490294, 3.365600, 1.124387], [-0.191379, 3.403409, -1.745130], [-0.802130, 5.019435, -1.190469], [3.868479, 4.818856, -3.158532], [3.499540, 6.032766, -1.869172], [5.253604, 4.670601, -0.837446], [4.665202, 3.153075, -1.733307], [3.773210, 3.753555, -0.234628], [-2.350219, 0.398007, -0.736117], [-1.187960, 0.590709, -1.842787], [-0.653981, -2.960224, -2.507684], [-1.687021, -1.604443, -3.078496], [1.182093, -0.625001, -2.404112], [-0.903703, -0.251988, -4.719863], [0.017906, 0.992497, -3.629524], [0.895736, 0.058795, -4.919726], [0.674541, -2.344372, -4.628361], [-3.943333, -3.434190, -1.442412], [-4.234370, -2.551839, 0.735656], [-3.575407, -0.791332, 0.930702], [-5.093079, -1.427969, -1.700815], [-6.078231, -1.363365, -0.151880], [-5.086149, 0.071699, -0.696532], [-1.175091, -4.234161, 0.296458], [-0.882945, -3.071567, 3.024821], [-2.676304, -3.470056, 2.467436], [1.648290, -1.926811, -0.808698], [0.781725, -3.570078, -1.063634], [1.417024, -3.391695, 1.830854], [2.166158, -4.436971, 0.496066], [3.458552, -1.794373, 0.274699], [3.288140, -2.146921, 2.031994], [5.308256, -3.907231, -0.650425], [0.423866, -1.567727, 2.123972], [-1.726412, -0.074055, 1.804390], [0.608754, 0.160703, 3.314292], [0.814212, 1.631870, 2.302137], [-0.436515, 2.240898, 4.358365], [-1.768826, 2.229460, 3.139825], [-0.799064, -0.016455, 5.155240], [-2.076436, -0.395764, 3.889626], [-3.881864, 1.595899, 4.936384]], "forces_ev_per_a": [[1.104, -1.029, 0.264], [-1.919, -0.302, -0.464], [0.274, 1.880, 2.538], [0.440, -0.151, -0.935], [-1.258, 1.161, -0.072], [0.672, -0.724, -0.785], [-0.680, 0.011, -0.196], [-0.002, -0.668, -0.794], [-0.558, 0.556, 2.001], [1.613, 0.057, -0.441], [-0.578, 0.014, -0.656], [0.250, 1.173, -0.283], [-0.805, -3.108, -1.238], [-0.482, 1.621, 0.030], [0.290, -0.147, -2.052], [0.691, -0.385, 0.913], [-0.656, 0.307, 0.282], [-0.654, -1.712, 0.472], [0.170, 1.896, 1.091], [-1.017, 0.874, -1.217], [-0.068, 0.342, 0.182], [3.006, -2.786, 1.596], [-1.275, 0.021, 0.149], [1.251, 0.590, -0.324], [-0.085, 0.194, 0.087], [1.334, 0.259, -0.427], [0.015, 0.126, 0.659], [0.068, -0.069, 0.369], [-0.272, 0.904, -0.661], [-1.884, -0.280, -0.061], [-1.155, 0.886, -1.002], [2.007, 0.119, 0.785], [-0.639, 0.146, 0.305], [1.338, -0.513, 0.139], [0.329, 0.970, -0.807], [-0.277, -0.257, -0.211], [-1.602, 0.514, 0.229], [0.886, 0.234, -0.611], [0.612, -0.195, 1.057], [0.818, -0.975, -0.430], [-0.782, -0.031, -0.831], [0.207, 0.919, 0.831], [0.816, -0.835, 0.412], [-0.737, 0.150, 1.102], [-0.352, -1.117, -0.033], [-0.875, -0.735, -0.307], [-0.141, 0.985, 0.892], [0.689, 0.437, -0.837], [0.505, -0.492, 0.145], [0.120, -0.792, 0.240], [-0.041, 1.144, 0.397], [1.048, -0.415, 0.622], [-0.797, -0.722, -0.319], [0.790, 0.421, 0.608], [-0.360, -0.647, -0.825], [-1.007, 0.060, 0.916], [0.437, 0.135, 0.579], [0.586, -0.072, -0.191], [0.699, 1.062, -0.111], [-0.203, -1.177, -0.194], [-0.116, 0.206, 1.033], [1.110, 0.416, -0.637], [-0.020, -1.313, 0.124], [-1.134, 1.725, -0.152], [-1.426, 1.342, -0.839], [1.401, -1.501, -0.291], [-0.665, -0.977, 0.130], [0.204, 1.293, 0.607], [0.150, -0.356, -1.124], [-0.704, 1.052, 0.662], [-0.041, -1.009, 0.489], [0.205, -0.538, -1.192], [0.570, 0.476, 0.423], [-0.374, 0.044, -0.343], [0.666, 0.208, -0.872], [-0.618, 0.695, -0.965], [-0.864, -0.730, 0.218], [-0.755, -0.632, -0.747], [0.517, -0.820, 0.498], [-1.215, 0.410, -0.534], [0.246, 0.666, 0.793], [0.961, -0.487, 0.141]]}